Entry 1:
# CH8BCsN2O

A structure of composition CH8BCsN2O (ωB97M-V/def2-TZVPD, OMol25).

Geometry (Å):
Cs -2.529120 0.336668 0.764953
B -1.326683 -2.368633 2.496144
H -1.482524 -2.288825 3.636377
H -2.316099 -2.657298 1.993498
H -1.050546 -1.350835 2.072767
H -0.496658 -3.162736 2.442848
C 0.599914 1.428088 -1.593045
O -0.565552 1.322427 -1.222626
N 1.199503 0.675920 -2.540520
N 1.500863 2.266551 -0.987426
H 0.640216 -0.072220 -2.917452
H 2.193384 0.681105 -2.628612
H 2.452673 2.339388 -1.281816
H 1.180629 2.850400 -0.235091

Forces on atoms 1 to 6 (eV/Å):
Cs 0.04 -0.33 0.12
B -0.03 -0.43 0.66
H -0.56 0.52 1.72
H -1.84 -0.75 -1.03
H 1.19 2.10 -0.78
H 1.25 -1.10 -0.76

Properties
E_tot = -7418.0465 eV
Net charge = 0
ΔE to the lowest compared entry with this formula, charge and spin = 12.0 kcal per mole
Spin multiplicity = 1
HOMO-LUMO gap = 7.209 eV

Charges obtained by Löwdin population analysis, quoted in units of e: atom 1 (Cs): 1.0524, atom 2 (B): -0.5075, atom 3 (H): -0.0801, atom 4 (H): -0.1004, atom 5 (H): -0.2239, atom 6 (H): -0.0787, atom 7 (C): -0.6650, atom 8 (O): -0.1388, atom 9 (N): 0.1655, atom 10 (N): 0.1550, atom 11 (H): 0.1179, atom 12 (H): 0.1008, atom 13 (H): 0.0955, atom 14 (H): 0.1076

***

Entry 2:
# CH8N

A cluster of 2 separate species, CH8N in total (ωB97M-V/def2-TZVPD, OMol25).

Geometry (Å):
N -0.693435 1.443827 -0.072515
H -0.453533 2.416152 0.140315
H -1.566942 1.178158 0.386176
H -0.769401 1.300517 -1.083402
H 0.068219 0.832619 0.256488
C 0.702734 -1.410370 0.079756
H -0.214027 -1.106561 0.591744
H 0.890932 -2.413444 0.451995
H 1.539294 -0.732548 0.234977
H 0.496158 -1.508350 -0.985534

Forces on atoms 1 to 6 (eV/Å):
N 0.44 -0.04 -0.04
H -0.16 -0.01 -0.10
H 0.00 0.04 0.00
H -0.12 0.15 0.03
H -0.18 -0.05 0.06
C -0.57 -0.28 -0.29

Properties
E_tot = -2649.8386 eV
Net charge = +1
ΔE to the lowest compared entry with this formula, charge and spin = 0.7 kcal per mole
Spin multiplicity = 1
HOMO-LUMO gap = 13.238 eV

Charges obtained by Löwdin population analysis, quoted in units of e: atom 1 (N): 0.3244, atom 2 (H): 0.1660, atom 3 (H): 0.1641, atom 4 (H): 0.1663, atom 5 (H): 0.0999, atom 6 (C): -0.0438, atom 7 (H): 0.0109, atom 8 (H): 0.0435, atom 9 (H): 0.0322, atom 10 (H): 0.0365

***

Entry 3:
# CH8N2S

A cluster of 2 separate species, CH8N2S in total (ωB97M-V/def2-TZVPD, OMol25).

Geometry (Å):
S 0.771429 0.826843 -4.880011
H -0.523674 1.124521 -5.118720
H 0.746826 1.096173 -3.530670
N 0.991184 0.247900 1.651201
C 0.092628 -0.906233 1.446325
N -1.326127 -0.596366 1.427299
H 0.560673 1.075758 1.260223
H 1.166393 0.381617 2.644668
H 0.386450 -1.406465 0.518592
H 0.285056 -1.604349 2.264714
H -1.480630 0.312805 1.840655
H -1.670208 -0.552203 0.475723

Forces on atoms 1 to 6 (eV/Å):
S 0.19 -0.03 -0.13
H 0.02 0.03 0.24
H -0.25 0.00 -0.08
N -0.16 -0.57 0.27
C 0.60 0.27 0.21
N -0.23 -0.13 -0.15

Properties
⟨S²⟩ = 0.751
E_tot = -14980.6934 eV
Net charge = -1
ΔE to the lowest compared entry with this formula, charge and spin = 6.6 kcal per mole
Spin multiplicity = 2
HOMO-LUMO gap (alpha / beta) = 2.765 / 9.364 eV

Charges obtained by Löwdin population analysis, quoted in units of e: atom 1 (S): -0.0862, atom 2 (H): -0.3010, atom 3 (H): -0.3250, atom 4 (N): -0.0484, atom 5 (C): -0.4446, atom 6 (N): -0.0513, atom 7 (H): 0.0161, atom 8 (H): 0.0367, atom 9 (H): 0.0767, atom 10 (H): 0.0818, atom 11 (H): 0.0336, atom 12 (H): 0.0116

***

Entry 4:
# CH8N2S

A cluster of 2 separate species, CH8N2S in total (ωB97M-V/def2-TZVPD, OMol25).

Geometry (Å):
S -4.708892 2.499223 1.714263
H -5.148852 1.254980 1.907776
H -3.601458 2.230616 2.418867
N 3.183073 -0.945841 -0.187640
C 2.687035 -1.730484 -1.306382
N 3.629550 -2.432123 -2.141646
H 3.520635 -0.037551 -0.477465
H 3.928487 -1.434467 0.297330
H 2.084358 -1.053786 -1.912845
H 1.932571 -2.408887 -0.883891
H 4.404076 -2.793708 -1.597289
H 4.030653 -1.822559 -2.843717

Forces on atoms 1 to 6 (eV/Å):
S 0.12 0.00 0.07
H -0.14 -0.11 -0.04
H 0.02 0.11 -0.03
N 0.18 0.12 0.09
C -0.99 0.29 0.48
N 0.23 -0.05 -0.27

Properties
E_tot = -14981.7871 eV
Net charge = 0
ΔE to the lowest compared entry with this formula, charge and spin = 5.7 kcal per mole
Spin multiplicity = 1
HOMO-LUMO gap = 10.194 eV

Charges obtained by Löwdin population analysis, quoted in units of e: atom 1 (S): 0.4608, atom 2 (H): -0.2335, atom 3 (H): -0.2273, atom 4 (N): -0.0179, atom 5 (C): -0.3991, atom 6 (N): -0.0097, atom 7 (H): 0.0536, atom 8 (H): 0.0556, atom 9 (H): 0.1052, atom 10 (H): 0.0981, atom 11 (H): 0.0567, atom 12 (H): 0.0575

***

Entry 5:
# CH8N2S2

A cluster of 2 separate species, CH8N2S2 in total (ωB97M-V/def2-TZVPD, OMol25).

Geometry (Å):
S 1.235160 -1.051228 0.551553
S 0.251444 -0.766407 2.374712
H 0.329780 -0.337006 -0.145196
H -0.877398 -1.262914 1.787194
N -0.767418 1.280694 -3.051944
C -1.148153 0.746883 -1.809177
N -0.743087 1.620647 -0.669386
H -1.175774 0.700717 -3.817528
H 0.202315 1.143003 -3.168058
H -0.689013 -0.295865 -1.832809
H -2.164992 0.299756 -1.787780
H -1.344838 1.497605 0.125415
H -0.603276 2.546184 -1.077123

Forces on atoms 1 to 6 (eV/Å):
S 0.05 0.00 0.09
S -0.63 -0.30 -0.87
H 0.49 0.17 0.02
H 0.29 0.12 0.89
N -1.52 0.68 -2.36
C -0.01 -3.18 1.55

Properties
E_tot = -25816.2559 eV
Net charge = 0
ΔE to the lowest compared entry with this formula, charge and spin = 24.8 kcal per mole
Spin multiplicity = 1
HOMO-LUMO gap = 9.057 eV

Charges obtained by Löwdin population analysis, quoted in units of e: atom 1 (S): 0.2250, atom 2 (S): 0.2049, atom 3 (H): -0.2684, atom 4 (H): -0.1986, atom 5 (N): -0.0183, atom 6 (C): -0.4326, atom 7 (N): 0.0072, atom 8 (H): 0.0990, atom 9 (H): 0.0542, atom 10 (H): 0.0859, atom 11 (H): 0.1128, atom 12 (H): 0.0557, atom 13 (H): 0.0732

***

Entry 6:
# CH8N2Si

A structure of composition CH8N2Si (ωB97M-V/def2-TZVPD, OMol25).

Geometry (Å):
C -1.668470 -0.571664 -0.324699
N 1.492548 1.008570 1.421260
N 1.668903 0.021314 0.395452
Si -0.014654 -0.218754 -1.156232
H -1.636752 -0.296859 0.687304
H -2.405829 -0.092440 -0.979932
H -1.792769 -1.634833 -0.113040
H 1.672870 1.893919 1.028375
H 0.581845 0.948248 1.690437
H 1.373258 -0.893698 0.765766
H 0.694281 -1.348994 -1.803561
H 0.034769 1.185190 -1.611131

Forces on atoms 1 to 6 (eV/Å):
C 0.97 -0.96 -1.45
N 2.17 -1.71 -0.54
N -2.35 -1.09 -2.64
Si 2.85 0.71 3.36
H -0.18 1.66 1.28
H -0.37 -0.38 0.76

Properties
E_tot = -12021.6191 eV
Net charge = 0
ΔE to the lowest compared entry with this formula, charge and spin = 56.2 kcal per mole
Spin multiplicity = 1
HOMO-LUMO gap = 8.348 eV

Charges obtained by Löwdin population analysis, quoted in units of e: atom 1 (C): -0.2899, atom 2 (N): -0.1040, atom 3 (N): -0.2402, atom 4 (Si): 0.7224, atom 5 (H): -0.0103, atom 6 (H): 0.0221, atom 7 (H): 0.0244, atom 8 (H): 0.0370, atom 9 (H): -0.0057, atom 10 (H): -0.0140, atom 11 (H): -0.0682, atom 12 (H): -0.0736